# 1
Computed, not measured: C18H23BO2 in the gas phase at a distorted geometry, with ωB97M-V/def2-TZVPD.

HOMO: -9.30 eV
energy above the lowest of the compared OMol25 structures with the same formula, charge and spin: 9.2 kcal/mol
HOMO-LUMO gap: 10.0105 eV

Each line ends with the Löwdin charge.
Atoms and positions in Å:
H (4.074, 0.240, -1.660)  0.11
C (-0.916, -0.826, 0.677)  -0.19
C (0.452, -0.305, -3.623)  -0.09
O (-6.173, -2.794, 2.167)  -0.09
H (0.654, 3.008, -3.930)  0.10
C (-3.331, -0.372, 1.386)  -0.22
C (4.810, 1.040, 2.031)  -0.07
H (2.729, 1.251, 2.164)  0.09
H (0.268, -1.187, -4.214)  0.11
B (1.734, 0.788, -0.105)  -0.32
H (-2.582, -2.228, 0.496)  0.11
H (6.419, 0.293, -0.824)  0.09
C (0.619, 2.060, -3.444)  -0.07
H (1.369, 2.830, -1.606)  0.12
C (4.322, 0.580, -0.672)  -0.03
C (0.909, -0.417, -2.331)  -0.05
H (-6.779, -2.049, 2.387)  0.10
H (-2.895, -0.382, 2.393)  0.11
C (-0.517, 0.609, 0.804)  -0.21
H (0.107, 1.048, -5.230)  0.10
H (-0.273, -1.318, -0.020)  0.09
H (-3.328, 0.703, 1.137)  0.11
C (-2.375, -1.138, 0.417)  -0.18
H (-4.437, -2.236, 3.084)  0.11
H (6.853, 0.756, 1.544)  0.10
H (-0.998, 1.100, 1.649)  0.13
C (-4.738, -0.929, 1.398)  -0.20
C (0.334, 0.933, -4.185)  -0.10
H (1.068, -1.414, -1.939)  0.11
H (-0.636, -1.323, 1.609)  0.13
C (0.990, 1.963, -2.103)  -0.04
C (1.213, 0.704, -1.578)  -0.14
H (-5.200, -0.938, 0.397)  0.12
H (-4.201, -3.090, 1.557)  0.12
H (-5.390, -0.260, 2.007)  0.12
C (5.842, 0.753, 1.169)  -0.08
C (3.284, 0.858, 0.194)  -0.10
C (5.606, 0.487, -0.173)  -0.07
O (0.871, 0.759, 1.011)  0.04
C (-4.829, -2.324, 2.075)  -0.27
C (3.534, 1.085, 1.519)  -0.05
H (4.978, 1.353, 3.045)  0.10
H (-0.826, 1.182, -0.077)  0.13
H (-2.615, -0.857, -0.604)  0.11

Cartesian forces, eV/Å:
H 0.1498 0.3025 -0.5712
C 0.1486 -1.0189 1.3027
C 0.1173 -0.6114 -0.0106
O -0.4116 0.4299 -0.1946
H -0.2555 0.6328 -0.2361
C 0.8828 0.1233 -0.4499
C -0.0569 0.5570 -0.1641
H -1.0805 0.3677 0.8930
H -0.0908 -0.1985 -0.0637
B -0.1113 -0.9435 0.8040
H 0.3978 0.6509 -0.0269
H 0.6576 -0.3280 -0.4765
C 0.1319 0.1330 0.5238
H -0.1814 0.5612 0.4573
C -0.1057 -0.8277 0.0846
C 0.0986 -0.5654 0.2451
H 0.8841 -0.7191 -0.2183
H -0.1382 -0.2956 0.0463
C -0.7172 1.0117 -0.2772
H -0.2079 -0.0485 -0.2339
H 0.3187 -0.2016 -0.9235
H -0.1615 -0.3556 -0.1697
C -0.7980 0.3007 0.3316
H 0.3060 0.0836 0.2435
H 0.2022 -0.0887 -0.0100
H -0.0762 -0.1518 0.1360
C -0.8470 -0.2421 0.6754
C -0.0374 0.8007 -0.5337
H 0.0377 -0.0130 0.1880
H -0.0096 0.0740 0.3158
C 0.5625 -0.3442 -1.8100
C -0.4775 0.2139 1.2081
H 0.3154 -0.1853 0.1936
H -0.8362 0.4780 0.2545
H 0.3582 -0.2754 -0.3037
C 0.6647 0.0026 -0.0321
C -1.9943 0.0177 0.0299
C -0.3055 0.5323 0.2816
O 1.4534 0.0291 -1.5696
C 0.0022 0.4644 -0.4509
C 1.2203 -0.0570 0.5371
H 0.2170 -0.2677 0.3661
H -0.0105 -0.0783 -0.1184
H -0.2159 0.0504 -0.2736

# 2
Computed, not measured: C16H26N2O3S in the gas phase, with ωB97M-V/def2-TZVPD.

HOMO: -9.34 eV
energy above the lowest of the compared OMol25 structures with the same formula, charge and spin: 32.7 kcal/mol
HOMO-LUMO gap: 10.1146 eV

Each line ends with the Löwdin charge.
Atoms and positions in Å:
C (3.636, 0.260, -0.387)  -0.28
S (2.103, 1.044, -0.848)  0.66
H (0.882, 3.210, 0.546)  0.11
N (1.407, 1.228, 0.671)  -0.12
H (8.106, -0.947, 0.758)  0.08
C (-0.709, 2.042, -0.338)  -0.10
H (-3.326, -1.142, 0.829)  0.09
H (-1.950, -1.726, -0.806)  0.12
H (4.605, 2.116, -0.049)  0.12
H (-0.047, 2.242, 1.724)  0.13
O (2.353, 2.357, -1.370)  -0.28
H (-5.184, -1.110, 2.500)  0.10
C (-4.371, -1.164, 0.519)  -0.22
H (-4.184, 0.543, -0.778)  0.10
H (-4.029, -2.236, -2.026)  0.11
C (0.382, 2.256, 0.720)  -0.23
H (-5.572, -0.487, -1.131)  0.11
C (4.708, 1.044, -0.011)  -0.05
H (-3.619, 0.850, 2.195)  0.07
H (-0.304, 2.291, -1.319)  0.10
H (-6.247, -0.409, 1.279)  0.10
H (-4.822, 1.601, 1.144)  0.06
H (6.730, 1.039, 0.681)  0.11
N (-1.729, 0.187, -1.490)  0.07
H (-5.205, 1.293, 2.834)  0.07
H (7.173, -1.885, 1.922)  0.09
H (7.441, -2.524, 0.304)  0.08
C (5.990, -0.953, 0.416)  -0.27
C (3.717, -1.119, -0.369)  -0.05
H (-1.562, 2.691, -0.128)  0.13
C (5.884, 0.434, 0.389)  -0.03
C (7.255, -1.614, 0.869)  -0.05
C (-4.681, 0.902, 1.965)  -0.11
C (-2.206, -1.159, -1.702)  -0.18
H (-1.699, 0.798, -2.289)  0.15
H (1.003, 0.340, 0.950)  0.09
C (-4.516, -0.494, -0.846)  -0.22
C (-3.718, -1.193, -1.947)  -0.19
O (1.334, 0.143, -1.669)  -0.29
H (4.970, -2.799, 0.047)  0.12
H (-4.679, -2.209, 0.434)  0.11
H (-3.934, -0.706, -2.902)  0.11
H (-1.680, -1.599, -2.555)  0.12
O (-1.079, -0.127, 0.645)  0.04
H (2.860, -1.695, -0.682)  0.11
C (-1.175, 0.591, -0.336)  -0.52
C (4.895, -1.722, 0.032)  -0.03
C (-5.206, -0.484, 1.605)  -0.26

Cartesian forces, eV/Å:
C -0.4854 0.1674 -0.1777
S 0.1778 -0.2913 0.5243
H -0.2036 0.0301 0.1304
N 0.7313 -0.1610 -0.6575
H 0.0914 0.0003 0.0024
C 0.1585 -0.1053 0.3401
H 0.0732 -0.1010 0.0245
H 0.0327 0.0176 -0.1327
H 0.0784 0.1594 0.0361
H 0.1232 -0.0037 -0.0985
O 0.1488 0.1896 0.2458
H -0.0907 -0.0119 0.0063
C -0.2639 0.1639 -0.0286
H -0.0817 0.0815 -0.0362
H -0.0335 -0.0534 -0.0864
C -0.3576 0.3773 -0.2677
H -0.0318 0.0838 0.0074
C 0.0506 0.1416 -0.0025
H 0.1522 0.0474 0.0429
H -0.1533 0.0852 -0.0434
H -0.0594 -0.0657 0.0426
H 0.0247 0.1327 -0.0606
H 0.0811 0.0666 0.0098
N -0.1223 -0.0756 -0.2910
H -0.0084 0.1165 0.0610
H 0.0655 -0.0404 0.0624
H 0.0670 -0.0602 -0.0168
C -0.0711 -0.0068 -0.0509
C -0.1161 -0.0982 -0.0859
H -0.0268 -0.0136 -0.0714
C -0.1214 -0.0242 -0.0489
C -0.0232 -0.0062 0.0587
C -0.1694 -0.1594 -0.0090
C -0.2381 -0.2452 -0.0332
H 0.1102 0.0671 0.1361
H -0.0118 -0.2143 0.0183
C 0.1146 -0.2926 0.0084
C 0.0905 0.2133 0.1813
O 0.2269 -0.1861 0.2133
H -0.0013 -0.1076 -0.0187
H 0.0541 -0.0800 -0.0203
H -0.0160 -0.0731 -0.0815
H 0.0099 -0.0084 0.1083
O 0.0850 -0.1832 0.4805
H -0.0630 -0.1510 -0.0354
C -0.2284 0.5916 -0.3932
C 0.0173 0.1219 0.0241
C 0.2130 -0.0352 -0.0172

# 3
Computed, not measured: a molecular structure, C31H38BrN2O8PSTeTi at a distorted geometry, with ωB97M-V/def2-TZVPD.

HOMO: -7.81 eV
energy above the lowest of the compared OMol25 structures with the same formula, charge and spin: 31.2 kcal/mol
HOMO-LUMO gap: 7.1137 eV

Each line ends with the Löwdin charge.
Atoms and positions in Å:
C (-0.365, -0.015, -3.583)  -0.20
C (3.765, 0.260, 1.431)  0.03
H (0.531, 2.915, -2.149)  0.08
C (2.659, -0.404, 0.661)  -0.53
H (-2.185, -3.636, 2.868)  0.05
Ti (-0.253, 0.629, -0.443)  1.15
C (-2.406, -2.571, 2.938)  -0.29
C (0.190, 2.200, -2.883)  -0.13
H (-2.545, 2.982, 1.750)  0.11
C (-2.541, 2.491, 0.786)  -0.08
H (-2.490, 0.367, 1.353)  0.09
S (3.679, 5.037, -1.185)  0.63
C (0.713, 2.280, 1.204)  -0.59
H (5.083, 0.362, -5.546)  0.08
C (-1.434, -1.704, -5.602)  -0.08
C (-1.482, -1.868, 3.903)  -0.07
C (-0.166, -1.426, -3.584)  -0.59
H (-2.591, 2.352, -2.522)  0.11
O (1.995, 0.227, -0.172)  -0.07
P (-1.259, -2.351, 0.492)  0.12
H (4.305, -0.433, 2.073)  0.09
N (2.447, -1.695, 0.902)  0.20
H (3.536, -0.226, -4.946)  0.08
H (-2.700, 4.214, -0.632)  0.10
C (4.513, 0.150, -4.640)  -0.04
H (-1.697, -0.800, 3.941)  0.08
N (2.468, 4.581, -0.172)  -0.11
O (-0.430, -1.039, 0.291)  -0.47
C (-2.547, 2.192, -1.455)  -0.10
O (0.394, 1.260, 1.813)  0.05
H (-4.476, -3.966, -2.575)  0.08
H (3.276, 2.463, -5.299)  0.12
C (3.678, 2.495, -4.294)  -0.03
H (-1.865, -2.360, -6.346)  0.11
H (5.184, 2.648, -0.751)  0.11
C (2.807, 3.621, 0.885)  -0.21
H (1.002, 4.260, 1.872)  0.14
H (1.659, -2.185, 0.494)  -0.04
H (3.608, 4.043, 1.485)  0.12
C (-2.445, 1.126, 0.590)  -0.18
H (-2.815, -3.609, -3.082)  0.07
O (-2.147, -2.361, -0.820)  -0.30
C (4.361, 1.387, -3.798)  -0.26
C (-1.529, -0.351, -5.728)  -0.04
C (-3.629, -3.294, -2.429)  -0.06
C (4.004, 3.658, -2.229)  -0.28
O (-2.304, -1.979, 1.626)  -0.29
O (0.327, 2.410, -0.040)  -0.14
O (4.828, 5.227, -0.348)  -0.28
H (3.326, 1.043, 2.049)  0.08
C (4.892, 1.452, -2.515)  -0.03
C (-2.392, 0.891, -0.839)  -0.26
H (-0.474, -3.310, -4.506)  0.10
H (-2.735, -0.024, -1.310)  0.11
H (-3.451, -2.445, 3.215)  0.12
H (-2.827, -4.320, -0.703)  0.08
H (-0.126, 3.776, -4.335)  0.11
C (-0.240, 2.718, -4.129)  -0.07
H (2.970, -2.181, 1.610)  0.11
H (4.462, 0.721, 0.732)  0.08
C (-0.685, -2.250, -4.540)  -0.15
Br (1.100, -2.190, -2.399)  0.84
H (1.911, 3.032, 2.766)  0.13
O (3.141, 6.079, -2.004)  -0.28
C (3.484, 3.625, -3.518)  -0.05
H (-2.017, 0.090, -6.589)  0.11
H (-1.608, -2.286, 4.903)  0.08
H (-4.018, -3.062, -0.313)  0.12
C (-0.888, 1.911, -5.006)  -0.04
H (5.022, -0.642, -4.094)  0.08
Te (-0.097, -4.328, 0.890)  0.51
C (1.594, 3.345, 1.772)  -0.06
H (1.649, 4.291, -0.698)  0.10
H (-3.932, -2.288, -2.719)  0.08
H (5.439, 0.603, -2.122)  0.11
C (-3.202, -3.334, -0.984)  -0.27
C (-2.626, 3.148, -0.478)  -0.09
C (4.730, 2.583, -1.731)  -0.06
H (-1.319, 2.304, -5.919)  0.11
H (3.154, 2.679, 0.450)  0.08
H (2.940, 4.480, -3.895)  0.11
H (-0.442, -2.004, 3.603)  0.07
C (0.062, 0.879, -2.534)  -0.15
C (-0.956, 0.512, -4.761)  -0.16

Cartesian forces, eV/Å:
C 0.1119 -0.0557 0.0308
C 0.0647 -0.0210 0.0082
H -0.0103 0.0404 -0.0030
C -0.0644 -0.3132 -0.0884
H 0.0381 -0.0052 -0.0191
Ti 0.2033 0.6953 -0.3099
C 0.0374 0.1091 0.0051
C 0.0354 0.0543 -0.0198
H 0.0007 0.0008 -0.0094
C -0.0169 0.0580 -0.0358
H 0.0670 0.0086 0.0255
S 0.1067 0.0980 0.0480
C 0.0368 -0.1137 -0.2125
H -0.0024 0.0030 0.0028
C 0.0214 -0.0910 0.0534
C 0.0386 -0.0234 0.0395
C 0.0217 0.1740 0.0504
H 0.1074 0.0293 -0.0043
O -0.2483 0.3886 -0.1057
P 0.1320 0.3736 0.1225
H -0.0009 -0.0119 -0.0140
N 0.0116 -0.0457 0.0824
H -0.0325 -0.0100 0.0008
H 0.0169 0.0040 0.0068
C 0.0034 0.0425 0.0044
H 0.0004 -0.0028 -0.0105
N -0.0346 -0.2070 0.1139
O -0.3641 -1.5147 0.1755
C -0.1038 -0.1979 -0.0459
O 0.0106 -0.0749 -0.0168
H 0.0056 0.0019 -0.0244
H -0.0201 0.0035 0.0042
C -0.0664 0.0148 -0.0328
H 0.0042 -0.0067 0.0077
H -0.0098 0.0153 -0.0008
C -0.1017 -0.0110 -0.1829
H 0.0695 0.0218 0.0496
H 0.0632 0.0575 0.0019
H 0.0204 0.0784 -0.0526
C -0.0993 -0.0274 -0.0456
H -0.0149 0.0121 0.0357
O -0.0415 -0.0423 -0.0532
C -0.0101 -0.0644 -0.0124
C 0.0013 0.0549 0.0111
C -0.0452 -0.0610 -0.0561
C -0.0414 -0.1386 -0.0557
O -0.2460 -0.1337 0.0229
O 0.4673 0.7613 0.5317
O -0.0072 0.1087 -0.0111
H 0.0182 -0.0287 -0.0045
C -0.0037 -0.0195 0.0399
C -0.0930 -0.0169 0.0085
H -0.0090 -0.0029 -0.0007
H 0.1244 -0.0388 0.0086
H -0.0152 0.0021 0.0074
H 0.0457 -0.0097 0.0056
H 0.0131 -0.0027 0.0112
C 0.0778 0.0464 0.0509
H -0.0353 0.0185 -0.0152
H -0.0263 0.0217 -0.0060
C -0.0769 0.0286 -0.1028
Br -0.0488 -0.0594 0.0962
H -0.0440 -0.0124 0.0045
O 0.0256 0.0397 -0.0216
C 0.0187 -0.0761 0.1294
H 0.0101 0.0048 0.0020
H -0.0002 0.0091 0.0015
H -0.0126 0.0111 0.0168
C -0.0285 -0.0757 -0.0067
H 0.0100 -0.0014 0.0110
Te 0.0603 0.0190 0.0080
C -0.1034 0.2451 0.0949
H -0.0724 0.0825 0.0065
H -0.0019 0.0047 0.0194
H 0.0178 0.0080 -0.0124
C 0.0143 0.0852 -0.0570
C 0.0044 -0.0865 0.1310
C 0.0239 0.0083 -0.0670
H 0.0048 -0.0192 -0.0037
H 0.0274 -0.0028 0.0324
H -0.0117 0.0156 -0.0108
H -0.0105 -0.0018 -0.0049
C 0.0027 -0.2823 -0.2945
C -0.0218 0.0499 -0.0898

# 4
Computed, not measured: 3 unconnected molecules or ions with the total composition C2H11NO2S2 at a distorted geometry, with ωB97M-V/def2-TZVPD.

HOMO: -9.02 eV
energy above the lowest of the compared OMol25 structures with the same formula, charge and spin: 17.7 kcal/mol
HOMO-LUMO gap: 9.3084 eV

Each line ends with the Löwdin charge.
Atoms and positions in Å:
H (-0.583, 1.478, 0.315)  0.02
H (-1.655, -0.766, 2.080)  0.15
H (0.575, 3.050, -1.881)  0.06
C (-1.107, -0.306, 1.122)  -0.38
O (0.261, 3.114, -0.961)  -0.03
H (-2.088, 1.441, 0.986)  0.08
H (0.887, 3.662, -0.548)  0.01
C (0.315, -0.838, 1.070)  -0.62
H (0.120, -0.284, -2.571)  0.03
H (3.023, -3.186, -0.130)  -0.14
S (0.443, -2.613, 0.870)  0.45
H (-1.608, -0.597, 0.234)  0.06
H (0.716, -0.678, 2.079)  0.07
N (-1.103, 1.181, 1.143)  -0.01
H (-0.267, -1.226, -1.501)  -0.02
H (0.879, -0.274, 0.299)  0.07
S (1.783, -2.732, -0.652)  0.28
O (-0.591, -0.425, -1.954)  -0.06

Cartesian forces, eV/Å:
H -0.2815 0.1413 0.1400
H 1.0043 1.1401 -2.0529
H -0.3156 -0.0306 0.5389
C -0.7288 -0.2603 1.7965
O -0.9290 -1.1423 -1.5688
H 0.7521 0.1733 0.0839
H 1.2543 1.1597 1.0241
C 0.2732 1.2195 1.2920
H 0.3511 0.3527 -0.5963
H -1.4805 0.6641 -0.0470
S -0.0780 -0.5051 -0.4173
H -0.7767 -0.8521 -0.6712
H 0.4157 0.5053 -0.4380
N -0.4002 -0.7934 0.2900
H -0.4968 0.3126 -0.0867
H -0.1127 -0.5830 0.5190
S 1.4257 -0.8136 -0.3276
O 0.1233 -0.6882 0.5214